Entry 1:
The following is a DFT calculation (ωB97M-V/def2-TZVPD) of 2 unconnected molecules or ions with the total composition C3N3O8 in a non-equilibrium geometry.

For the highest occupied orbital energy (spin up / spin down), the calculation gives -3.625 / -4.159 eV. As for the net charge: -1.

Last column: natural (NBO) charge in e.
Atoms and positions in Å:
1 C 0.028 0.976 1.104  0.483
2 C -1.017 0.405 0.205  0.033
3 C 2.016 -1.836 -0.800  1.035
4 N 1.116 1.110 0.270  0.221
5 N -0.459 0.123 -0.999  0.366
6 N -2.268 0.003 0.579  0.501
7 O 1.232 -1.994 0.028  -0.518
8 O 2.882 -1.734 -1.558  -0.522
9 O 2.280 1.510 0.517  -0.546
10 O -0.110 1.284 2.290  -0.649
11 O -1.014 -0.139 -2.068  -0.432
12 O 0.856 0.653 -1.004  -0.196
13 O -2.797 0.552 1.512  -0.365
14 O -2.745 -0.913 -0.075  -0.409

Entry 2:
The following is a DFT calculation (ωB97M-V/def2-TZVPD) of a molecular structure, C47H42CrN3O6P2 in a non-equilibrium geometry.

Its spin multiplicity is 4. For the highest occupied orbital energy (spin up / spin down), the calculation gives -13.357 / -13.356 eV. As for the net charge: +2.

Last column: Mulliken spin population.
Atoms and positions in Å:
1 Cr -0.728 -0.270 -0.869  3.155
2 C 3.688 -2.617 3.674  0.000
3 C 3.522 -1.090 3.572  0.003
4 C 4.418 -0.343 4.570  0.001
5 C 2.047 -0.781 3.849  -0.003
6 C 1.529 -0.713 5.160  -0.004
7 C 0.178 -0.533 5.416  0.000
8 C -0.709 -0.365 4.360  -0.009
9 C -0.212 -0.370 3.046  -0.056
10 P -1.292 0.015 1.635  0.071
11 C -1.776 1.765 1.862  -0.047
12 C -1.146 2.727 1.084  0.011
13 C -1.478 4.062 1.205  0.002
14 C -2.434 4.447 2.137  0.000
15 C -3.061 3.508 2.942  0.000
16 C -2.718 2.161 2.805  -0.003
17 C -2.757 -0.996 2.050  -0.018
18 C -4.070 -0.553 1.923  0.001
19 C -5.113 -1.449 2.224  0.002
20 C -4.852 -2.749 2.624  -0.007
21 C -3.527 -3.213 2.660  0.003
22 C -2.497 -2.336 2.378  0.008
23 C 1.145 -0.600 2.824  0.022
24 O 1.545 -0.659 1.508  -0.018
25 C 2.879 -0.438 1.216  0.015
26 C 3.159 0.013 -0.064  -0.056
27 C 4.493 0.106 -0.484  -0.007
28 C 5.504 -0.212 0.402  0.000
29 C 5.189 -0.547 1.718  -0.004
30 C 3.866 -0.670 2.156  0.001
31 P 1.750 0.415 -1.155  0.088
32 C 2.101 -0.715 -2.540  -0.058
33 C 2.813 -0.461 -3.688  -0.004
34 C 3.003 -1.483 -4.629  0.001
35 C 2.453 -2.728 -4.415  -0.001
36 C 1.687 -2.988 -3.266  0.010
37 C 1.532 -1.989 -2.340  0.010
38 C 2.073 2.182 -1.504  0.014
39 C 2.136 2.958 -0.344  -0.001
40 C 2.377 4.320 -0.420  0.002
41 C 2.512 4.939 -1.661  -0.001
42 C 2.371 4.184 -2.814  0.001
43 C 2.124 2.808 -2.739  -0.004
44 H 3.401 -2.927 4.677  0.000
45 H 4.726 -2.891 3.472  0.000
46 H 3.029 -3.107 2.944  0.000
47 H 4.217 -0.672 5.600  0.000
48 H 4.256 0.748 4.521  0.000
49 H 5.470 -0.581 4.370  0.000
50 H 2.214 -0.839 5.978  0.000
51 H -0.175 -0.511 6.440  0.000
52 H -1.758 -0.191 4.547  0.000
53 H -0.409 2.481 0.334  -0.022
54 H -1.020 4.818 0.589  0.000
55 H -2.668 5.505 2.225  0.000
56 H -3.792 3.831 3.683  0.000
57 H -3.216 1.422 3.416  -0.001
58 H -4.304 0.464 1.636  0.000
59 H -6.136 -1.125 2.148  0.000
60 H -5.662 -3.410 2.878  0.000
61 H -3.324 -4.234 2.973  0.000
62 H -1.466 -2.681 2.472  -0.003
63 H 4.694 0.424 -1.492  0.001
64 H 6.550 -0.162 0.100  0.000
65 H 5.980 -0.734 2.429  0.000
66 H 3.235 0.511 -3.876  0.000
67 H 3.583 -1.289 -5.515  0.000
68 H 2.635 -3.554 -5.092  0.000
69 H 1.301 -3.984 -3.101  0.000
70 H 1.009 -2.204 -1.417  -0.018
71 H 2.024 2.492 0.632  0.002
72 H 2.458 4.898 0.491  0.000
73 H 2.776 5.971 -1.685  0.000
74 H 2.509 4.666 -3.774  0.000
75 H 1.987 2.219 -3.651  -0.001
76 O -6.383 -0.087 -1.269  0.000
77 C -6.024 -1.330 -1.214  0.001
78 O -6.779 -2.269 -1.172  0.000
79 C -4.557 -1.612 -1.163  0.004
80 C -4.045 -2.883 -0.960  0.006
81 N -2.710 -2.764 -0.895  0.000
82 N -2.323 -1.500 -1.004  -0.100
83 C -3.427 -0.777 -1.178  0.020
84 C -3.232 0.733 -1.235  0.010
85 O -4.131 1.523 -1.342  0.015
86 O -1.975 1.076 -1.068  -0.079
87 H -5.670 0.597 -1.314  -0.001
88 H -4.543 -3.819 -0.844  -0.001
89 H -2.056 -3.499 -0.727  0.005
90 C -0.567 1.270 -5.957  -0.001
91 N -0.759 0.228 -4.975  0.012
92 C -1.280 -1.058 -5.428  0.001
93 C -0.573 0.492 -3.719  0.016
94 O -0.754 -0.390 -2.832  0.004
95 H -1.511 1.528 -6.428  0.000
96 H 0.128 0.928 -6.717  0.000
97 H -0.180 2.156 -5.466  0.000
98 H -0.916 -1.201 -6.428  0.000
99 H -2.360 -1.032 -5.468  0.001
100 H -0.947 -1.883 -4.799  0.000
101 H -0.277 1.483 -3.420  0.009

Entry 3:
The following is a DFT calculation (ωB97M-V/def2-TZVPD) of C4H11N3S in the gas phase in a non-equilibrium geometry.

Its SMILES is CNCC/N=C/NS. For the highest occupied orbital energy, the calculation gives -8.517 eV.

Last column: natural (NBO) charge in e.
Atoms and positions in Å:
1 C 2.427 -1.325 -0.030  -0.425
2 N 1.278 -0.485 0.293  -0.617
3 C 1.073 0.453 -0.795  -0.228
4 C 0.027 1.466 -0.355  -0.241
5 N -1.327 0.890 -0.463  -0.490
6 C -1.829 0.625 0.668  0.265
7 N -2.988 -0.077 0.754  -0.777
8 S -3.799 -0.687 -0.600  0.202
9 H 2.608 -1.958 0.814  0.196
10 H 2.194 -2.045 -0.855  0.195
11 H 3.433 -0.839 -0.159  0.166
12 H 1.549 -0.037 1.151  0.344
13 H 0.725 -0.136 -1.633  0.210
14 H 2.054 1.025 -0.951  0.161
15 H 0.277 1.855 0.630  0.161
16 H -0.056 2.391 -0.963  0.201
17 H -1.440 0.814 1.700  0.155
18 H -3.423 -0.420 1.763  0.415
19 H -2.782 -1.511 -0.970  0.106

Entry 4:
The following is a DFT calculation (ωB97M-V/def2-TZVPD) of 8 unconnected molecules or ions with the total composition C21H39Br2Cl9O4 in a non-equilibrium geometry.

Its SMILES is ClC(Cl)Cl.ClC(Cl)Cl.ClC(Cl)Cl.C1CCOC1.C1CCOC1.C1CCOC1.C1CCOC1.BrCCBr. For the highest occupied orbital energy, the calculation gives -9.586 eV.

Last column: Mulliken charge in e.
Atoms and positions in Å:
1 Cl -12.426 21.368 2.612  -0.101
2 C -11.689 22.624 3.598  0.704
3 Cl -10.059 23.027 3.008  -0.159
4 Cl -11.718 22.266 5.293  -0.058
5 H -12.278 23.519 3.429  -0.455
6 Cl -17.502 20.648 1.475  -0.100
7 C -16.864 20.033 2.991  0.888
8 Cl -15.227 19.411 2.734  -0.147
9 Cl -17.930 18.771 3.638  -0.149
10 H -16.774 20.817 3.729  -0.535
11 Cl -12.502 21.629 8.548  -0.112
12 C -13.896 20.555 8.823  -0.089
13 Cl -14.969 20.767 7.436  -0.028
14 Cl -14.659 20.830 10.386  -0.124
15 H -13.496 19.551 8.859  0.343
16 C -14.561 24.319 5.493  0.984
17 C -15.057 25.414 4.595  -0.401
18 C -15.179 24.719 3.221  -0.239
19 O -15.343 23.333 3.494  -0.032
20 C -15.229 23.090 4.893  -0.613
21 H -14.881 24.317 6.540  0.402
22 H -13.479 24.191 5.504  -1.102
23 H -14.355 26.253 4.580  0.400
24 H -16.023 25.843 4.864  0.026
25 H -14.274 24.857 2.619  0.188
26 H -16.031 25.143 2.684  0.115
27 H -14.650 22.189 5.113  0.082
28 H -16.227 22.906 5.317  0.276
29 C -10.792 25.825 8.371  -0.734
30 C -11.625 25.378 7.167  0.567
31 C -10.740 25.861 6.045  -0.257
32 O -10.478 27.216 6.440  -0.439
33 C -10.342 27.203 7.856  -0.461
34 H -9.916 25.189 8.510  0.289
35 H -11.312 25.838 9.328  0.351
36 H -12.578 25.908 7.125  0.040
37 H -11.821 24.305 7.170  -0.360
38 H -11.223 25.855 5.067  0.228
39 H -9.826 25.259 5.993  0.222
40 H -10.944 28.013 8.282  0.276
41 H -9.326 27.410 8.213  0.308
42 C -15.888 25.478 -2.237  -0.565
43 C -16.623 24.301 -2.874  -0.660
44 C -17.215 23.552 -1.659  -0.366
45 O -16.714 24.219 -0.507  -0.120
46 C -16.494 25.591 -0.850  -0.424
47 H -16.034 26.385 -2.830  0.310
48 H -14.828 25.239 -2.150  0.274
49 H -15.958 23.687 -3.481  0.280
50 H -17.378 24.658 -3.578  0.292
51 H -16.864 22.522 -1.646  0.265
52 H -18.305 23.647 -1.654  0.189
53 H -15.771 26.004 -0.145  0.252
54 H -17.446 26.132 -0.784  0.287
55 C -18.729 26.263 8.480  -0.567
56 C -20.243 26.199 8.343  -0.570
57 C -20.499 25.154 7.261  -0.535
58 O -19.248 24.594 6.863  -0.320
59 C -18.267 25.558 7.180  -0.070
60 H -18.303 25.730 9.327  0.328
61 H -18.371 27.291 8.442  0.303
62 H -20.689 27.137 8.007  0.258
63 H -20.740 26.058 9.307  0.302
64 H -20.939 25.673 6.396  0.246
65 H -21.178 24.323 7.456  0.328
66 H -18.220 26.334 6.401  0.140
67 H -17.253 25.174 7.294  0.128
68 Br -18.715 23.056 3.891  -0.084
69 C -20.042 23.356 2.447  -0.589
70 C -19.288 23.773 1.182  -0.055
71 Br -20.522 24.590 -0.113  -0.185
72 H -20.635 24.223 2.725  0.460
73 H -20.627 22.451 2.371  0.341
74 H -18.828 22.895 0.736  0.040
75 H -18.463 24.443 1.391  0.093

Entry 5:
The following is a DFT calculation (ωB97M-V/def2-TZVPD) of 2 unconnected molecules or ions with the total composition C3H11NO.

Its SMILES is CC(C)N.O. For the highest occupied orbital energy, the calculation gives -9.666 eV.

Last column: natural (NBO) charge in e.
Atoms and positions in Å:
1 C -0.535 0.797 -1.881  -0.617
2 C -0.268 0.003 -0.601  -0.052
3 C -1.385 -0.995 -0.356  -0.606
4 N -0.102 0.824 0.582  -0.863
5 H -0.681 0.123 -2.718  0.209
6 H 0.302 1.459 -2.113  0.209
7 H -1.433 1.406 -1.715  0.197
8 H 0.631 -0.590 -0.736  0.186
9 H -1.212 -1.508 0.587  0.215
10 H -1.424 -1.685 -1.197  0.208
11 H -2.349 -0.480 -0.305  0.197
12 H 0.757 1.381 0.572  0.372
13 H -0.877 1.465 0.692  0.358
14 O 2.063 -0.617 2.022  -0.962
15 H 1.178 -0.226 1.933  0.488
16 H 1.949 -1.535 1.757  0.462

Entry 6:
The following is a DFT calculation (ωB97M-V/def2-TZVPD) of C6H10N2 in the gas phase in a non-equilibrium geometry.

Its SMILES is C[C@H]1CCCN1C#N. For the highest occupied orbital energy, the calculation gives -10.134 eV.

Last column: natural (NBO) charge in e.
Atoms and positions in Å:
1 C -1.209 -0.211 -1.746  -0.632
2 C -0.158 -0.518 -0.632  -0.032
3 C 1.238 -0.116 -1.381  -0.415
4 C 1.981 -0.223 -0.134  -0.430
5 C 1.189 0.542 1.018  -0.232
6 N -0.156 0.661 0.490  -0.467
7 C -1.278 0.157 1.290  0.412
8 N -2.197 -0.063 1.930  -0.368
9 H -0.967 -1.047 -2.528  0.220
10 H -1.264 0.841 -2.053  0.228
11 H -2.321 -0.601 -1.343  0.212
12 H -0.396 -1.499 -0.342  0.210
13 H 1.369 -0.891 -2.246  0.226
14 H 0.987 0.805 -1.823  0.218
15 H 2.308 -1.293 0.118  0.223
16 H 3.083 0.180 -0.274  0.206
17 H 1.401 -0.039 1.935  0.214
18 H 1.694 1.567 1.125  0.208

Results for DFT total energy: -880.30260; -4158.71722; -721.39078; -10414.17368; -250.89511; -344.01065 (in hartree, following the order of the records).
Results for relative energy (zero: lowest compared OMol25 entry of this formula, charge and spin): 0.0; 0.0; 48.8; 0.0; 1.0; 79.1 (in kcal/mol, following the order of the records).